Density functional theory data (ωB97M-V/def2-TZVPD) for the molecule C20H18N4O2S2.

Values from the calculation:
Energy above the lowest of the compared OMol25 structures with the same formula, charge and spin in kcal per mole: 0.0
Total charge: 0
LUMO in eV: 0.37
Frontier orbital gap in eV: 8.30
Electronic energy in hartree: -1938.8684

Structure (XYZ):
```
46
Properties=species:S:1:pos:R:3:lowdin_charge:R:1
S 4.02 3.00 -2.18 0.9914
S -4.12 -3.02 1.64 0.9850
O -1.74 -4.48 2.88 0.0442
O 2.18 3.09 0.96 0.0657
N -2.80 -0.84 2.33 0.0649
N -0.38 -2.81 2.28 0.1271
N 1.59 1.54 -0.61 0.1190
N 2.11 1.57 -3.37 0.0140
C 4.24 1.51 -4.45 -0.0880
C 3.72 0.69 -5.43 -0.0596
C -5.02 -1.00 3.22 -0.0907
C -3.66 0.90 3.71 -0.0656
C 1.10 0.47 1.54 -0.0037
C 3.38 1.94 -3.43 -0.5914
C 2.38 0.32 -5.38 -0.0611
C -4.86 0.22 3.85 -0.0711
C -2.67 0.33 2.93 -0.1277
C -1.50 -3.57 2.12 -0.5532
C -3.95 -1.49 2.47 -0.5878
C 0.17 -1.75 0.15 -0.0290
C 1.62 0.79 -4.32 -0.1306
C 0.60 -0.62 2.22 -0.0291
C 0.11 -1.73 1.54 -0.2652
C 2.09 2.73 -0.19 -0.5362
C 0.66 -0.66 -0.54 -0.0072
C 2.52 3.61 -1.35 -0.3525
C -2.43 -3.20 0.98 -0.3772
C 1.12 0.47 0.15 -0.2107
H 1.47 1.33 2.07 0.1021
H 1.58 1.41 -1.63 0.0840
H -2.17 -2.26 0.51 0.0532
H -5.93 -1.57 3.30 0.1015
H 1.95 -0.31 -6.13 0.1023
H -5.66 0.63 4.45 0.1069
H 0.08 -2.98 3.16 0.1577
H 0.59 -0.61 3.30 0.1186
H -3.50 1.86 4.19 0.0990
H 0.71 -0.68 -1.62 0.1041
H -2.49 -4.02 0.25 0.0886
H 4.36 0.34 -6.23 0.1107
H 5.27 1.83 -4.44 0.1035
H 0.57 0.54 -4.22 0.1134
H -1.71 0.81 2.78 0.0993
H 2.78 4.60 -0.97 0.0818
H 1.74 3.69 -2.11 0.0836
H -0.14 -2.63 -0.39 0.1160
```



Density functional theory data (ωB97M-V/def2-TZVPD) for the molecule C20H18N4O3S at a distorted geometry.

Values from the calculation:
Energy above the lowest of the compared OMol25 structures with the same formula, charge and spin in kcal per mole: 49.3
Total charge: 0
LUMO in eV: 0.01
Frontier orbital gap in eV: 8.66
Electronic energy in hartree: -1615.8358

Structure (XYZ):
```
46
Properties=species:S:1:pos:R:3:lowdin_charge:R:1
S -2.14 -2.08 -0.99 1.0335
O 3.69 1.55 0.74 0.0321
O 2.32 -1.50 -2.20 0.0700
O 1.25 3.82 -0.60 -0.0278
N 2.40 -2.42 -0.14 -0.0749
N -0.46 -3.02 0.69 0.0822
N -3.07 0.73 0.92 0.0863
N 3.73 0.21 0.55 0.1090
C 0.20 2.30 1.02 0.0014
C -2.03 1.50 0.55 -0.2327
C -4.12 0.70 0.15 -0.1608
C -4.25 1.43 -1.04 -0.0534
C -2.05 2.29 -0.64 -0.1478
C -0.88 1.54 1.37 0.0171
C 2.87 2.10 -0.17 -0.2456
C 0.14 -3.10 -0.53 -0.3713
C 2.96 -0.07 -0.46 -0.1636
C -0.61 -2.63 -1.56 -0.3497
C -0.92 3.06 -0.97 0.0501
C -3.21 2.23 -1.43 -0.0108
C 2.61 -2.39 1.28 -0.0373
C 2.54 3.55 -0.08 -0.1055
C 1.57 -3.53 -0.62 -0.0895
C 2.57 -1.40 -1.01 -0.4021
C -1.64 -2.52 0.63 -0.6197
C -2.53 -2.30 1.79 -0.0844
C 2.39 1.12 -0.99 0.0780
C 0.20 3.06 -0.17 -0.2652
H -4.93 0.06 0.49 0.1103
H 3.22 4.15 -0.70 0.1450
H -0.92 3.64 -1.88 0.1291
H 1.76 -4.40 0.01 0.1287
H 1.65 -2.43 1.80 0.0816
H 2.63 3.89 0.96 0.1413
H 1.72 1.20 -1.82 0.1348
H -0.35 -2.56 -2.60 0.0706
H 1.84 -3.74 -1.66 0.1265
H -2.03 -2.63 2.70 0.0816
H -0.88 0.95 2.27 0.1192
H -3.26 2.81 -2.34 0.1165
H 3.20 -3.27 1.57 0.0951
H -2.78 -1.24 1.86 0.0403
H -3.46 -2.86 1.67 0.0776
H -5.16 1.36 -1.62 0.1025
H 1.06 2.32 1.67 0.1187
H 3.16 -1.50 1.56 0.0632
```



Density functional theory data (ωB97M-V/def2-TZVPD) for the molecule C20H18N4O5 at a distorted geometry.

Values from the calculation:
Energy above the lowest of the compared OMol25 structures with the same formula, charge and spin in kcal per mole: 16.3
Total charge: 0
LUMO in eV: -0.73
Frontier orbital gap in eV: 7.84
Electronic energy in hartree: -1368.1131

Structure (XYZ):
```
47
Properties=species:S:1:pos:R:3:lowdin_charge:R:1
O -0.94 2.41 -1.22 0.0974
O -1.63 -1.05 2.69 -0.0129
O -2.75 -1.69 0.85 0.1332
O -0.81 1.45 0.69 0.0686
O -4.87 0.42 3.20 0.0941
N -1.41 2.14 -0.14 -0.3172
N 3.31 -1.40 -1.21 -0.0518
N -3.02 1.12 2.04 0.1576
N 4.28 -0.67 -0.63 0.1256
C -4.77 2.67 1.41 0.0099
C -0.33 -1.66 -0.63 0.0032
C -2.71 2.63 0.17 -0.0780
C -5.25 3.66 0.58 -0.0528
C -1.70 -1.44 1.39 -0.4499
C 0.80 -1.25 1.45 -0.0008
C 3.76 -2.01 -2.34 -0.2468
C -3.20 3.64 -0.65 0.0010
C 5.35 -0.79 -1.38 -0.3450
C 2.06 -1.44 -0.59 -0.1609
C 2.98 -2.95 -3.19 -0.0305
C 6.63 -0.11 -1.06 -0.0370
C -4.46 4.16 -0.45 -0.0717
C 5.08 -1.64 -2.48 0.0144
C 0.88 -1.63 -1.30 0.0039
C -0.38 -1.47 0.75 -0.1506
C 2.01 -1.24 0.79 0.0106
C -3.72 0.28 2.86 -0.4193
C -2.87 -0.90 3.35 -0.0598
C -3.49 2.13 1.23 -0.1184
H 6.91 0.56 -1.87 0.0776
H 0.77 -1.09 2.52 0.1215
H -2.57 4.00 -1.45 0.1195
H -6.23 4.06 0.75 0.1107
H -4.83 4.95 -1.09 0.1056
H 6.51 0.47 -0.14 0.0749
H 2.37 -2.42 -3.92 0.0823
H 2.94 -1.06 1.31 0.1077
H -2.03 0.90 1.89 0.1101
H -2.64 -0.76 4.41 0.1457
H -1.25 -1.80 -1.17 0.1250
H 7.43 -0.83 -0.92 0.0773
H -3.49 -1.80 3.23 0.1447
H 3.68 -3.59 -3.73 0.0831
H 2.34 -3.58 -2.57 0.0828
H 0.89 -1.72 -2.38 0.1027
H -5.39 2.28 2.20 0.1056
H 5.76 -1.93 -3.26 0.1072
```



Density functional theory data (ωB97M-V/def2-TZVPD) for a structure of composition C20H19Cl4N3O5STa.

Values from the calculation:
Energy above the lowest of the compared OMol25 structures with the same formula, charge and spin in kcal per mole: 3.4
Total charge: +1
LUMO in eV: -4.66
Frontier orbital gap in eV: 7.24
Electronic energy in hartree: -3610.0237

Structure (XYZ):
```
53
Properties=species:S:1:pos:R:3:lowdin_charge:R:1
Ta -0.98 -0.52 1.16 1.3609
Cl 0.21 -4.80 2.32 0.6948
Cl -3.19 -1.10 0.54 0.0949
Cl -0.20 -3.63 4.94 0.7057
Cl -1.76 -2.71 2.68 0.6290
S -2.30 0.90 2.50 0.6594
O 2.05 -2.41 3.28 0.1610
O -0.62 2.31 -1.17 0.1326
O -0.58 -2.07 -0.40 -0.1061
O 0.20 -0.35 -4.74 0.1554
O 0.51 -1.29 2.11 -0.2814
N -0.66 0.05 -0.84 -0.0098
N -0.20 0.95 -2.94 0.2305
N 0.41 1.26 1.48 -0.0005
C -0.80 4.28 4.10 -0.0391
C 1.62 1.32 0.92 -0.2648
C 2.16 0.23 0.04 -0.0141
C -0.47 -1.52 -2.77 -0.2957
C -1.63 3.18 3.83 -0.0653
C 0.94 -2.29 2.89 -0.6907
C 0.42 4.39 3.49 -0.0002
C 0.03 2.28 2.32 -0.2200
C 0.85 3.39 2.59 -0.1348
C -0.11 -0.28 -3.58 -0.4007
C -2.96 -0.86 -3.20 -0.0667
C 0.52 -2.66 -3.04 -0.1564
C 2.10 3.44 1.94 0.0482
C 2.48 2.41 1.14 0.0123
C -1.22 2.20 2.95 -0.5541
C -0.16 -3.34 3.23 -1.4672
C -0.55 -1.19 -1.32 -0.4637
C -0.52 1.20 -1.62 -0.5083
C -1.91 -1.96 -3.20 -0.1319
C 1.95 -2.37 -2.59 -0.0569
H 0.14 -3.55 -2.54 0.1305
H -3.08 -0.39 -2.22 0.0409
H -2.60 3.10 4.30 0.1177
H 1.06 5.23 3.68 0.1264
H 2.02 -2.28 -1.50 0.0642
H -2.20 -2.78 -2.54 0.1296
H -1.79 -2.36 -4.21 0.1345
H 2.76 4.28 2.11 0.1366
H -3.92 -1.28 -3.47 0.0907
H -2.73 -0.08 -3.93 0.0867
H 2.11 0.54 -1.01 0.1004
H 2.33 -1.45 -3.05 0.0855
H 1.68 -0.73 0.15 0.0412
H 3.44 2.40 0.65 0.1302
H -1.13 5.04 4.79 0.1198
H -0.06 1.77 -3.53 0.1803
H 2.61 -3.18 -2.89 0.0884
H 0.49 -2.84 -4.11 0.1294
H 3.22 0.09 0.28 0.1108
```



- Look up the energy above the lowest of the compared OMol25 structures with the same formula, charge and spin of the first one.
  0.0 kcal per mole



- Among the records above, which one has the lowest frontier orbital gap?
  C20H19Cl4N3O5STa



- Which of these has the highest energy above the lowest of the compared OMol25 structures with the same formula, charge and spin?
  C20H18N4O3S